Record 1
DFT (ωB97M-V/def2-TZVPD) results for a single C5H9N3O4 molecule in a non-equilibrium geometry.

Computed properties:
DFT total energy in Eh: -660.8275
LUMO in hartree: -0.05158
Spin multiplicity: 1
Kohn-Sham gap in eV: 7.248
Highest occupied orbital energy in eV: -8.65

Each line ends with the natural charge from an NBO analysis.
Positions of all 21 atoms, in Å:
C1 -1.326 -0.141 -0.629  -0.275
C2 1.057 -0.184 0.197  0.250
C3 -2.855 -0.044 -0.197  -0.019
C4 1.535 0.177 -1.172  -0.705
C5 -0.877 -0.233 1.710  -0.471
N1 -0.249 -0.242 0.404  -0.195
N2 -3.460 1.185 -0.548  0.502
N3 -3.522 -1.140 0.270  0.467
O1 -2.579 2.068 -0.670  -0.509
O2 -4.644 1.340 -0.727  -0.351
O3 -2.802 -2.169 0.602  -0.555
O4 -4.700 -1.044 0.521  -0.380
H1 -1.215 -0.939 -1.352  0.241
H2 -0.940 0.835 -1.255  0.272
H3 1.673 -0.028 0.932  0.196
H4 0.965 -0.229 -1.997  0.253
H5 2.618 -0.097 -1.310  0.251
H6 1.402 1.306 -1.317  0.271
H7 -0.095 -0.624 2.406  0.208
H8 -1.261 0.815 1.882  0.250
H9 -1.726 -1.032 1.632  0.300

---

Record 2
DFT (ωB97M-V/def2-TZVPD) results for 6 unconnected molecules or ions with the total composition C21H54O18S5 in a non-equilibrium geometry.

Computed properties:
DFT total energy in Eh: -4177.6373
LUMO in hartree: 0.00394
Spin multiplicity: 1
SMILES: CCOS(C)(=O)=O.CCOS(C)(=O)=O.CCOS(C)(=O)=O.CCOS(C)(=O)=O.CCOS(C)(=O)=O.COCCOCCOC
Kohn-Sham gap in eV: 9.585
Highest occupied orbital energy in eV: -9.48

Each line ends with the Mulliken charge.
Positions of all 98 atoms, in Å:
C1 0.300 2.647 -0.755  -1.542
C2 0.705 1.177 -0.750  0.449
O1 -0.474 0.442 -0.380  -0.347
S1 -0.305 -0.941 0.412  0.908
C3 0.659 -1.871 -0.755  -0.803
O2 0.501 -0.670 1.585  -0.326
O3 -1.628 -1.508 0.524  -0.575
H1 1.056 3.431 -0.789  0.453
H2 -0.225 2.835 0.186  0.152
H3 -0.435 2.918 -1.514  0.412
H4 0.987 0.900 -1.765  0.326
H5 1.506 0.996 -0.034  0.013
H6 1.576 -1.324 -0.969  0.214
H7 0.084 -2.080 -1.652  0.402
H8 0.968 -2.770 -0.217  0.196
C4 3.369 -3.833 3.043  -1.311
C5 4.211 -2.730 2.422  0.199
O4 4.092 -2.812 1.007  -0.231
S2 4.340 -1.458 0.138  0.957
C6 6.108 -1.234 0.499  -1.152
O5 4.189 -1.793 -1.259  -0.602
O6 3.536 -0.393 0.690  -0.344
H9 2.416 -3.869 2.508  0.266
H10 3.108 -3.608 4.075  0.377
H11 3.809 -4.823 2.924  0.339
H12 3.760 -1.801 2.796  0.041
H13 5.249 -2.698 2.762  0.310
H14 6.554 -0.443 -0.098  0.386
H15 6.587 -2.187 0.293  0.403
H16 6.191 -0.989 1.555  0.321
C7 2.937 3.158 2.589  -1.329
C8 2.139 1.912 2.994  0.518
O7 1.784 2.008 4.370  -0.428
S3 1.941 0.653 5.273  1.182
C9 0.493 -0.337 4.749  -0.726
O8 3.153 -0.046 4.911  -0.597
O9 1.740 1.101 6.621  -0.649
H17 2.295 3.993 2.874  0.279
H18 3.077 3.181 1.508  0.310
H19 3.902 3.237 3.080  0.390
H20 1.327 1.592 2.337  0.158
H21 2.848 1.082 2.877  0.047
H22 0.090 -0.780 5.652  0.479
H23 0.842 -1.088 4.047  0.120
H24 -0.129 0.393 4.241  0.258
C10 -4.156 -7.086 -0.082  -1.174
C11 -4.853 -5.778 0.219  -0.112
O10 -4.373 -5.260 1.462  -0.302
S4 -5.108 -3.987 2.088  1.202
C12 -4.574 -2.689 0.914  -0.803
O11 -6.526 -4.168 1.882  -0.658
O12 -4.525 -3.792 3.379  -0.597
H25 -4.567 -7.830 0.602  0.416
H26 -3.082 -6.998 0.074  0.132
H27 -4.366 -7.377 -1.110  0.361
H28 -4.699 -5.065 -0.598  0.258
H29 -5.940 -5.879 0.239  0.376
H30 -5.198 -2.695 0.024  0.388
H31 -3.596 -2.970 0.524  0.177
H32 -4.559 -1.771 1.490  0.379
C13 2.267 -4.324 -3.955  -1.446
C14 1.648 -4.973 -2.741  0.218
O13 0.237 -4.744 -2.843  -0.238
S5 -0.712 -5.478 -1.742  1.170
C15 -0.755 -7.168 -2.355  -1.022
O14 -0.025 -5.524 -0.469  -0.635
O15 -2.018 -4.874 -1.821  -0.563
H33 3.343 -4.483 -4.030  0.402
H34 2.110 -3.247 -4.019  0.292
H35 1.837 -4.769 -4.858  0.393
H36 1.929 -6.026 -2.803  0.379
H37 1.986 -4.399 -1.875  0.050
H38 -0.499 -7.183 -3.410  0.351
H39 -1.707 -7.614 -2.086  0.311
H40 0.041 -7.679 -1.816  0.372
C16 0.449 5.576 1.372  -0.689
O16 -0.099 5.925 0.107  -0.336
C17 -1.501 5.968 0.104  -0.601
C18 -1.976 6.261 -1.318  -0.533
O17 -1.931 7.652 -1.556  -0.343
C19 -1.857 8.022 -2.913  -0.365
C20 -3.247 7.975 -3.563  -0.325
O18 -3.101 8.086 -4.989  -0.413
C21 -2.722 9.410 -5.363  -0.694
H41 0.141 4.550 1.601  0.171
H42 0.019 6.209 2.156  0.377
H43 1.516 5.718 1.241  0.295
H44 -1.845 6.782 0.757  0.433
H45 -1.962 5.058 0.510  0.398
H46 -2.999 5.895 -1.437  0.270
H47 -1.277 5.738 -1.977  0.336
H48 -1.186 7.411 -3.525  0.332
H49 -1.467 9.040 -2.916  0.293
H50 -3.972 8.735 -3.253  0.318
H51 -3.792 7.045 -3.390  0.247
H52 -3.082 9.525 -6.387  0.252
H53 -1.643 9.552 -5.402  0.248
H54 -3.264 10.129 -4.748  0.346

---

Record 3
DFT (ωB97M-V/def2-TZVPD) results for 3 unconnected molecules or ions with the total composition C4H9NO3 in a non-equilibrium geometry.

Computed properties:
DFT total energy in Eh: -438.0729
LUMO (alpha / beta) in hartree: 0.01505 / 0.01616
Spin multiplicity: 1
Kohn-Sham gap (alpha / beta) in eV: 7.370 / 7.862
Highest occupied orbital energy (alpha / beta) in eV: -6.96 / -7.42

Each line ends with the natural charge from an NBO analysis.
Positions of all 17 atoms, in Å:
C1 -0.383 -0.496 0.148  0.893
C2 0.347 -2.113 -1.572  -0.629
N1 0.521 -0.140 -0.738  -0.671
C3 0.198 1.712 0.590  0.218
C4 0.351 2.024 1.868  -0.608
O1 -1.681 -0.463 -0.143  -0.681
O2 -0.104 -1.144 1.276  -0.662
O3 -0.032 2.629 -0.388  -0.722
H1 -1.847 0.200 -0.828  0.516
H2 -0.925 -1.436 1.701  0.506
H3 0.204 2.222 -1.230  0.488
H4 1.453 -0.255 -0.353  0.395
H5 -0.221 -2.842 -1.004  0.181
H6 1.406 -2.340 -1.626  0.184
H7 -0.112 -1.867 -2.522  0.185
H8 0.503 1.252 2.609  0.208
H9 0.321 3.057 2.212  0.199

---

Record 4
DFT (ωB97M-V/def2-TZVPD) results for a molecular structure, C28H25N5O4PbS2.

Computed properties:
DFT total energy in Eh: -2645.4065
Total charge: +2
LUMO in hartree: -0.25273
Spin multiplicity: 1
Kohn-Sham gap in eV: 7.072
Highest occupied orbital energy in eV: -13.95

Each line ends with the natural charge from an NBO analysis.
Positions of all 65 atoms, in Å:
Pb1 0.664 0.202 -0.611  1.996
C1 -1.944 1.026 6.199  -0.642
C2 -0.824 0.876 5.210  0.044
C3 -0.022 -0.264 5.200  -0.198
C4 1.018 -0.399 4.296  -0.194
C5 1.249 0.622 3.381  -0.337
C6 0.474 1.779 3.376  -0.193
C7 -0.554 1.895 4.294  -0.215
S1 2.517 0.437 2.198  2.350
O1 2.687 1.681 1.504  -0.949
O2 3.603 -0.291 2.765  -0.896
N1 1.874 -0.510 0.997  -0.999
C8 1.631 -1.854 0.900  0.399
C9 2.102 -2.903 1.687  -0.272
C10 1.714 -4.178 1.337  -0.080
C11 0.888 -4.405 0.228  -0.260
C12 0.473 -3.328 -0.510  0.078
N2 0.840 -2.080 -0.162  -0.556
H1 -2.031 0.152 6.841  0.230
H2 -2.896 1.171 5.687  0.232
H3 -1.782 1.898 6.834  0.243
H4 -0.198 -1.045 5.929  0.232
H5 1.664 -1.267 4.326  0.237
H6 0.707 2.579 2.687  0.237
H7 -1.145 2.803 4.323  0.227
H8 2.771 -2.694 2.509  0.269
H9 2.066 -5.017 1.923  0.251
H10 0.586 -5.402 -0.056  0.253
H11 -0.160 -3.425 -1.380  0.228
S2 -0.098 4.605 -0.253  0.577
C13 -1.483 3.896 0.443  -0.372
C14 -1.466 2.531 0.396  -0.264
C15 -0.283 2.090 -0.234  -0.364
C16 0.563 3.078 -0.648  -0.300
C17 1.833 2.868 -1.360  0.227
C18 2.642 3.892 -1.826  -0.206
C19 3.798 3.580 -2.518  -0.084
C20 4.139 2.248 -2.732  -0.232
C21 3.308 1.273 -2.236  0.077
N3 2.181 1.583 -1.574  -0.550
H12 -2.252 4.529 0.860  0.273
H13 -2.249 1.901 0.791  0.253
H14 2.369 4.922 -1.641  0.251
H15 4.436 4.372 -2.888  0.256
H16 5.038 1.971 -3.263  0.261
H17 3.541 0.221 -2.342  0.223
O3 -2.709 -3.224 -0.990  -0.743
C22 -3.252 -3.422 -2.288  0.073
N4 -4.168 -2.395 -2.701  -0.631
C23 -3.874 -1.267 -3.410  0.655
O4 -4.713 -0.552 -3.901  -0.536
C24 -2.421 -0.880 -3.576  -0.145
C25 -1.989 -0.430 -4.818  -0.057
C26 -0.694 0.038 -4.962  -0.222
C27 0.121 0.099 -3.850  0.068
N5 -0.308 -0.297 -2.644  -0.539
C28 -1.552 -0.793 -2.506  0.046
H18 -3.388 -3.407 -0.329  0.490
H19 -3.760 -4.383 -2.355  0.204
H20 -2.398 -3.439 -2.962  0.180
H21 -5.159 -2.555 -2.588  0.427
H22 -2.677 -0.443 -5.655  0.267
H23 -0.321 0.373 -5.919  0.261
H24 1.131 0.480 -3.912  0.221
H25 -1.858 -1.124 -1.519  0.240

---

Record 5
DFT (ωB97M-V/def2-TZVPD) results for a gas-phase ion, C7H11N2 (charge +1) in a non-equilibrium geometry.

Computed properties:
DFT total energy in Eh: -382.3758
Total charge: +1
LUMO (alpha / beta) in hartree: -0.18318 / -0.17577
Spin multiplicity: 1
Kohn-Sham gap (alpha / beta) in eV: 7.897 / 8.069
Highest occupied orbital energy (alpha / beta) in eV: -12.88 / -12.85

Each line ends with the natural charge from an NBO analysis.
Positions of all 20 atoms, in Å:
C1 -0.201 -0.029 1.151  0.064
C2 -0.593 -0.646 2.293  -0.341
C3 -0.886 1.379 -1.127  -0.225
C4 -0.140 -0.769 -0.220  -0.076
C5 0.041 1.955 -0.070  -0.103
C6 1.140 1.142 -0.749  0.025
C7 0.786 -1.948 -0.237  -0.633
N1 0.204 1.221 1.072  -0.255
N2 0.086 0.316 -1.224  -0.383
H1 -0.811 -0.021 3.206  0.246
H2 -0.979 -1.682 2.414  0.233
H3 -1.923 0.965 -0.692  0.239
H4 -0.943 1.935 -2.062  0.260
H5 -1.136 -1.295 -0.507  0.248
H6 0.033 3.044 0.078  0.247
H7 2.199 1.113 -0.796  0.271
H8 0.602 -2.625 -1.052  0.239
H9 0.450 -2.210 0.821  0.266
H10 1.830 -1.745 -0.211  0.232
H11 0.244 -0.101 -2.087  0.446

---

Record 6
DFT (ωB97M-V/def2-TZVPD) results for a molecular structure, C24H31N7O2Pd.

Computed properties:
DFT total energy in Eh: -1594.3788
Total charge: +2
LUMO in hartree: -0.21857
Spin multiplicity: 1
Kohn-Sham gap in eV: 7.180
Highest occupied orbital energy in eV: -13.13

Each line ends with the natural charge from an NBO analysis.
Positions of all 65 atoms, in Å:
Pd1 0.877 -0.410 1.495  0.907
N1 -1.511 -0.855 4.273  -0.741
C1 -2.610 0.187 4.133  -0.038
C2 -3.629 -0.342 3.127  -0.441
C3 -3.064 -0.395 1.703  -0.055
N2 -1.998 -1.425 1.660  -0.879
C4 -2.530 0.972 1.273  -0.440
C5 -1.585 1.675 2.256  -0.051
N3 -0.130 1.356 1.999  -0.790
C6 -2.017 1.527 3.712  -0.449
H1 -1.863 -1.712 4.701  0.435
H2 -0.714 -0.538 4.823  0.435
H3 -1.236 -1.093 3.285  0.477
H4 -3.052 0.300 5.122  0.242
H5 -4.503 0.309 3.159  0.262
H6 -3.981 -1.333 3.433  0.227
H7 -3.875 -0.652 1.017  0.221
H8 -1.653 -1.507 0.708  0.404
H9 -2.416 -2.325 1.889  0.381
H10 -3.397 1.627 1.156  0.249
H11 -2.066 0.924 0.285  0.255
H12 -1.639 2.743 2.038  0.229
H13 0.428 1.861 2.687  0.394
H14 0.046 1.846 1.117  0.428
H15 -2.810 2.260 3.874  0.268
H16 -1.215 1.827 4.394  0.223
N4 2.992 -1.364 4.952  -0.476
C7 2.244 -2.511 4.864  -0.052
C8 1.354 -2.293 3.863  -0.118
N5 1.551 -1.022 3.349  -0.544
C9 2.559 -0.500 4.025  0.211
H17 3.760 -1.203 5.587  0.455
H18 2.419 -3.366 5.492  0.262
H19 0.636 -2.972 3.435  0.237
H20 2.998 0.470 3.860  0.235
O1 2.011 -1.689 0.250  -0.638
C10 1.577 -1.025 -0.748  0.767
N6 1.858 -1.018 -2.036  -0.572
C11 1.089 0.053 -2.714  -0.044
C12 0.369 0.703 -1.496  0.708
O2 -0.295 1.707 -1.452  -0.585
N7 0.627 -0.116 -0.425  -0.684
C13 0.079 -0.564 -3.683  0.038
C14 -1.237 -0.125 -3.757  -0.247
C15 -2.104 -0.684 -4.689  -0.196
C16 -1.665 -1.675 -5.550  -0.190
C17 -0.346 -2.108 -5.485  -0.188
C18 0.519 -1.551 -4.560  -0.221
C19 2.000 1.075 -3.381  0.021
C20 1.415 2.057 -4.178  -0.224
C21 2.204 3.018 -4.785  -0.175
C22 3.583 3.004 -4.612  -0.191
C23 4.166 2.030 -3.821  -0.198
C24 3.377 1.070 -3.199  -0.237
H21 2.522 -1.627 -2.485  0.446
H22 -1.592 0.665 -3.109  0.227
H23 -3.125 -0.331 -4.745  0.226
H24 -2.341 -2.104 -6.278  0.232
H25 0.011 -2.871 -6.163  0.232
H26 1.552 -1.881 -4.550  0.206
H27 0.344 2.065 -4.331  0.229
H28 1.743 3.775 -5.405  0.229
H29 4.198 3.749 -5.099  0.231
H30 5.239 2.009 -3.685  0.227
H31 3.855 0.326 -2.575  0.207